Entry 1:
The following is a quantum chemistry calculation of an isolated molecule of C5H10N2, from the Open Molecules 2025 dataset.

Output
frontier orbital gap (alpha / beta)	6.550 / 7.267	eV
F_max	0.4	eV/A
ΔE to the lowest compared entry with this formula, charge and spin	142.7	kcal per mole
charge	0
highest occupied orbital energy (alpha / beta)	-6.502 / -7.000	eV
total energy	-8321.146	eV

Element x y z (Å)
C -2.103 -0.170 0.062
C -1.224 -0.382 -1.145
N -0.244 0.677 -1.540
C 0.210 -0.418 -0.867
C 1.223 -0.708 0.048
C 1.939 0.421 0.878
N 1.059 0.475 1.954
H -2.766 0.690 -0.086
H -1.481 0.005 0.952
H -2.721 -1.054 0.242
H -1.637 -0.901 -2.007
H -0.227 1.552 -1.013
H 1.524 -1.015 -1.124
H 1.121 -1.654 0.572
H 2.930 0.040 1.154
H 2.075 1.298 0.216
H 0.322 1.144 1.707



Entry 2:
The following is a quantum chemistry calculation of an isolated molecule of C5H10N2 at a distorted geometry, from the Open Molecules 2025 dataset.

Output
frontier orbital gap	9.216	eV
F_max	5.9	eV/A
ΔE to the lowest compared entry with this formula, charge and spin	110.4	kcal per mole
charge	0
highest occupied orbital energy	-8.240	eV
total energy	-8322.545	eV

Element x y z (Å)
C -0.077 -1.681 0.203
C 0.232 -0.419 0.277
C -1.196 -0.942 -0.464
C 2.495 0.191 -0.090
C 1.129 0.719 0.238
N -2.452 1.070 0.052
N -2.460 -0.383 0.128
H 0.360 -2.621 0.577
H -1.237 -0.795 -1.487
H 2.739 -0.592 0.661
H 3.314 0.965 -0.090
H 2.323 -0.271 -1.066
H 0.902 1.504 -0.526
H 1.061 1.170 1.157
H -1.561 1.476 0.080
H -2.876 1.240 -0.739
H -2.696 -0.632 1.090



Entry 3:
The following is a quantum chemistry calculation of an isolated molecule of C5H10N2, from the Open Molecules 2025 dataset.

Output
frontier orbital gap	10.359	eV
F_max	0.7	eV/A
ΔE to the lowest compared entry with this formula, charge and spin	51.7	kcal per mole
charge	0
highest occupied orbital energy	-9.188	eV
total energy	-8325.089	eV

Element x y z (Å)
C 0.969 -0.488 1.817
C 1.280 -0.682 0.340
N 0.408 -1.441 -0.567
C 0.672 -0.025 -0.831
C -0.366 1.050 -0.729
C -1.695 0.857 -1.350
N -1.554 0.942 0.107
H 1.584 -1.253 2.271
H -0.070 -0.648 2.137
H 1.283 0.494 2.200
H 2.312 -0.982 0.232
H -0.509 -1.589 -0.146
H 1.354 0.124 -1.668
H 0.068 2.050 -0.731
H -2.213 1.690 -1.819
H -1.891 -0.119 -1.792
H -1.634 0.020 0.528



Entry 4:
The following is a quantum chemistry calculation of an isolated molecule of C5H10N2 at a distorted geometry, from the Open Molecules 2025 dataset.

Output
frontier orbital gap	10.414	eV
F_max	2.4	eV/A
ΔE to the lowest compared entry with this formula, charge and spin	73.5	kcal per mole
charge	0
highest occupied orbital energy	-9.252	eV
total energy	-8324.147	eV

Element x y z (Å)
C -1.925 -0.263 0.193
C -1.079 -0.252 -1.076
N -0.207 0.906 -1.472
C 0.368 -0.290 -0.895
C 0.940 -0.492 0.475
C 2.176 0.191 0.900
N 0.876 0.575 1.460
H -2.973 -0.003 0.013
H -1.540 0.375 1.000
H -1.897 -1.290 0.582
H -1.526 -0.674 -1.960
H -0.883 1.568 -1.162
H 0.893 -0.835 -1.679
H 0.726 -1.491 0.864
H 2.851 -0.305 1.593
H 2.648 0.870 0.193
H 0.552 1.409 0.970



Entry 5:
The following is a quantum chemistry calculation of an isolated molecule of C5H10N2 at a distorted geometry, from the Open Molecules 2025 dataset.

Output
frontier orbital gap	8.660	eV
F_max	8.0	eV/A
ΔE to the lowest compared entry with this formula, charge and spin	187.8	kcal per mole
charge	0
highest occupied orbital energy	-7.735	eV
total energy	-8319.190	eV

Element x y z (Å)
C 2.174 0.030 -0.076
C -0.160 -1.148 -0.016
C -1.446 -0.840 0.441
C -1.391 0.510 -0.373
C -0.140 1.184 0.321
H 2.727 0.531 0.782
H 2.507 0.598 -1.089
H 2.917 -0.929 -0.235
H 0.000 -1.457 -1.111
H 0.441 -1.916 0.510
H -1.536 -0.621 1.535
H -3.181 -0.180 -0.645
H -1.182 0.321 -1.493
H -0.070 2.256 -0.297
H 0.124 1.512 1.568
N 0.785 -0.054 0.162
N -2.570 0.204 0.016



Entry 6:
The following is a quantum chemistry calculation of an isolated molecule of C5H10N2 at a distorted geometry, from the Open Molecules 2025 dataset.

Output
frontier orbital gap	9.060	eV
F_max	2.1	eV/A
ΔE to the lowest compared entry with this formula, charge and spin	18.7	kcal per mole
charge	0
highest occupied orbital energy	-8.169	eV
total energy	-8326.521	eV

Element x y z (Å)
C -2.496 -0.169 -0.195
C 2.529 0.026 -0.449
C 0.063 0.209 0.054
C -1.170 -0.565 0.407
N -0.053 1.534 -0.320
C 1.208 -0.512 0.002
N -1.134 -1.620 1.167
H 0.799 2.073 -0.196
H -0.852 2.008 0.093
H -0.287 -1.696 1.737
H 1.272 -1.523 0.396
H -3.199 -1.008 -0.173
H -2.931 0.642 0.397
H -2.379 0.147 -1.235
H 2.972 0.658 0.327
H 3.221 -0.801 -0.634
H 2.436 0.599 -1.377



Entry 7:
The following is a quantum chemistry calculation of an isolated molecule of C5H10N2 at a distorted geometry, from the Open Molecules 2025 dataset.

Output
frontier orbital gap	9.924	eV
F_max	5.1	eV/A
ΔE to the lowest compared entry with this formula, charge and spin	78.6	kcal per mole
charge	0
highest occupied orbital energy	-8.749	eV
total energy	-8323.924	eV

Element x y z (Å)
C 1.453 -0.763 0.138
C 0.173 -1.443 -0.174
C -0.872 -0.619 0.375
C -0.859 0.688 -0.408
C 0.322 1.504 0.284
H 2.294 -1.317 -0.376
H 1.658 -0.816 1.211
H 0.255 -2.459 0.309
H 0.022 -1.687 -1.279
H -0.656 -0.603 1.453
H -2.583 -0.262 -0.692
H -0.531 0.463 -1.374
H 0.266 1.475 1.402
H 0.465 2.553 -0.121
H 2.342 1.079 -0.279
N -2.116 0.081 0.078
N 1.426 0.687 -0.298



Entry 8:
The following is a quantum chemistry calculation of an isolated molecule of C5H10N2 at a distorted geometry, from the Open Molecules 2025 dataset.

Output
frontier orbital gap	7.129	eV
F_max	2.6	eV/A
ΔE to the lowest compared entry with this formula, charge and spin	109.2	kcal per mole
charge	0
highest occupied orbital energy	-6.737	eV
total energy	-8322.600	eV

Element x y z (Å)
C -0.152 -1.705 -1.256
C 0.302 0.206 0.435
C -0.510 -0.844 -0.089
N -0.191 0.817 1.670
N -1.582 -1.216 0.638
C 0.861 0.914 -0.752
C 1.187 2.209 -0.627
H 0.595 1.047 2.270
H -0.623 1.709 1.440
H -2.021 -2.111 0.499
H -1.714 -0.729 1.520
H 1.404 -0.152 0.144
H 0.884 -1.536 -1.550
H -0.767 -1.415 -2.113
H -0.329 -2.763 -1.045
H 0.891 2.855 0.209
H 1.766 2.716 -1.393



Entry 9:
The following is a quantum chemistry calculation of an isolated molecule of C5H10N2 at a distorted geometry, from the Open Molecules 2025 dataset.

Output
frontier orbital gap	8.491	eV
F_max	3.6	eV/A
ΔE to the lowest compared entry with this formula, charge and spin	104.0	kcal per mole
charge	0
highest occupied orbital energy	-8.147	eV
total energy	-8322.822	eV

Element x y z (Å)
C 1.125 0.142 1.205
C -0.373 0.264 0.936
C -0.768 -0.014 -0.516
C -1.211 1.021 -1.279
C -0.695 -2.249 -0.908
N -0.093 -1.132 -1.046
N 1.907 1.100 0.442
H 1.409 0.220 2.291
H 1.536 -0.860 0.992
H -0.760 1.281 1.091
H -1.055 -0.213 1.681
H -2.031 1.655 -0.996
H -0.554 1.451 -2.031
H -1.196 -2.545 0.035
H -1.010 -2.813 -1.813
H 1.423 1.969 0.296
H 2.347 0.723 -0.380



Entry 10:
The following is a quantum chemistry calculation of an isolated molecule of C5H10N2 at a distorted geometry, from the Open Molecules 2025 dataset.

Output
frontier orbital gap	9.004	eV
F_max	4.9	eV/A
ΔE to the lowest compared entry with this formula, charge and spin	108.7	kcal per mole
charge	0
highest occupied orbital energy	-7.939	eV
total energy	-8322.618	eV

Element x y z (Å)
C 2.484 0.065 0.235
C 1.535 0.669 0.994
C 1.512 -0.728 -0.578
C -1.259 1.080 -0.651
C -1.737 -0.883 0.542
N 0.468 -0.136 0.636
N -0.813 0.235 0.440
H 3.471 -0.144 0.381
H 1.540 1.452 1.766
H 1.143 -0.327 -1.603
H 1.690 -1.750 -0.575
H -1.516 0.487 -1.507
H -2.141 1.557 -0.378
H -0.536 1.785 -1.172
H -1.351 -1.407 1.298
H -2.636 -0.444 0.589
H -1.856 -1.512 -0.417



Entry 11:
The following is a quantum chemistry calculation of an isolated molecule of C5H10N2 at a distorted geometry, from the Open Molecules 2025 dataset.

Output
frontier orbital gap (alpha / beta)	7.312 / 7.314	eV
F_max	3.7	eV/A
ΔE to the lowest compared entry with this formula, charge and spin	76.5	kcal per mole
charge	0
highest occupied orbital energy (alpha / beta)	-6.421 / -6.423	eV
total energy	-8324.016	eV

Element x y z (Å)
C -0.435 -1.362 0.534
C 1.190 0.368 0.854
C 1.937 0.490 -0.472
N -1.545 -1.888 -0.083
C -1.537 1.449 -0.782
N -0.285 -0.060 0.636
C -1.235 0.863 0.359
H 0.237 -2.035 1.039
H -1.923 -2.730 0.322
H -2.230 -1.177 -0.311
H 1.102 1.341 1.319
H 1.676 -0.345 1.534
H 2.867 1.047 -0.334
H 1.321 1.039 -1.187
H 2.178 -0.482 -0.883
H -0.972 1.320 -1.710
H -2.346 2.161 -0.837



Entry 12:
The following is a quantum chemistry calculation of a structure of composition C5H10N2 at a distorted geometry, from the Open Molecules 2025 dataset.

Output
frontier orbital gap	9.055	eV
F_max	6.6	eV/A
ΔE to the lowest compared entry with this formula, charge and spin	120.6	kcal per mole
charge	0
highest occupied orbital energy	-8.156	eV
total energy	-8322.105	eV

Element x y z (Å)
C -1.970 0.128 0.667
C 0.083 0.528 -1.032
C 0.855 1.368 -0.074
C 1.090 -1.190 0.276
C -0.076 -0.943 -0.664
H -2.343 -0.964 0.964
H -1.456 0.618 1.806
H -2.937 0.688 0.466
H -0.034 0.964 -2.068
H 1.600 1.815 -0.538
H 0.257 2.386 0.234
H 0.693 0.396 1.810
H 1.825 -1.686 -0.503
H 0.933 -1.962 1.139
H -0.070 -1.781 -1.287
N -1.109 -0.176 -0.479
N 1.343 0.202 0.899



Entry 13:
The following is a quantum chemistry calculation of an isolated molecule of C5H10N2, from the Open Molecules 2025 dataset.

Output
frontier orbital gap	10.448	eV
F_max	0.3	eV/A
ΔE to the lowest compared entry with this formula, charge and spin	49.0	kcal per mole
charge	0
highest occupied orbital energy	-9.255	eV
total energy	-8325.209	eV

Element x y z (Å)
C -2.021 -0.279 -0.001
C -1.121 -0.287 -1.216
N -0.322 0.891 -1.556
C 0.356 -0.305 -1.059
C 0.933 -0.458 0.324
C 2.188 0.162 0.802
N 0.897 0.576 1.356
H -2.947 0.270 -0.207
H -1.532 0.182 0.863
H -2.294 -1.301 0.285
H -1.545 -0.786 -2.087
H -0.424 1.601 -0.833
H 0.939 -0.806 -1.833
H 0.722 -1.445 0.736
H 2.805 -0.412 1.488
H 2.734 0.852 0.162
H 0.626 1.478 0.969



Entry 14:
The following is a quantum chemistry calculation of the ion C5H10N2 with charge +2 at a distorted geometry, from the Open Molecules 2025 dataset.

Output
frontier orbital gap (alpha / beta)	8.825 / 8.823	eV
F_max	3.0	eV/A
ΔE to the lowest compared entry with this formula, charge and spin	79.9	kcal per mole
charge	+2
highest occupied orbital energy (alpha / beta)	-20.565 / -20.564	eV
total energy	-8304.403	eV

Element x y z (Å)
C -0.944 1.046 -0.541
C 0.337 -0.848 0.146
C -2.211 0.265 -0.103
C 1.241 -1.918 0.315
C 1.382 1.336 0.187
N -2.069 -0.961 -0.015
N 0.180 0.370 0.007
H -0.800 1.000 -1.742
H -0.800 2.056 -0.171
H -3.117 0.930 0.056
H 2.168 -1.699 -0.347
H 0.871 -2.913 -0.012
H 1.666 -2.005 1.418
H 1.080 2.314 -0.138
H 2.352 1.230 -0.369
H 1.502 1.419 1.262
H -2.840 -1.622 0.046



Entry 15:
The following is a quantum chemistry calculation of a cluster of 2 separate species, C5H10N2O in total at a distorted geometry, from the Open Molecules 2025 dataset.

Output
frontier orbital gap	8.811	eV
F_max	5.4	eV/A
ΔE to the lowest compared entry with this formula, charge and spin	174.4	kcal per mole
charge	0
highest occupied orbital energy	-8.141	eV
total energy	-10367.741	eV

Element x y z (Å)
C -1.217 -0.764 -1.540
C -0.597 -0.128 -0.371
C -1.119 1.215 -0.300
C -2.041 1.461 0.677
C 0.876 0.004 -0.303
H -0.903 -1.731 -1.722
H -2.386 -0.833 -1.345
H -0.893 -0.101 -2.325
H 0.730 -0.898 1.491
H -0.892 -1.858 0.525
H -0.493 2.119 -0.764
H -2.505 0.768 1.381
H -2.566 2.367 0.897
H 1.374 0.740 -0.878
H 3.419 -0.534 0.988
N -0.808 -0.871 1.018
N 1.672 -0.474 0.493
O 2.958 -0.169 0.274



Entry 16:
The following is a quantum chemistry calculation of an isolated molecule of C5H10N2O, from the Open Molecules 2025 dataset.

Output
frontier orbital gap	8.302	eV
F_max	0.6	eV/A
ΔE to the lowest compared entry with this formula, charge and spin	102.2	kcal per mole
charge	0
highest occupied orbital energy	-7.678	eV
total energy	-10370.875	eV

Element x y z (Å)
C -0.738 -1.210 1.837
C 0.161 1.090 -0.113
C 0.205 -0.458 -0.521
N 0.210 2.028 -1.201
N 0.261 -0.959 -1.856
C 1.326 0.308 0.155
C -0.028 -1.356 0.535
O -0.796 1.536 0.834
H -0.853 2.490 0.701
H 1.111 2.028 -1.657
H -0.526 1.870 -1.881
H 0.884 -0.420 -2.443
H -0.656 -1.040 -2.281
H 1.892 0.071 1.044
H 0.348 -2.357 0.323
H -1.655 -1.815 1.803
H -1.010 -0.186 2.066
H -0.136 -1.620 2.653



Entry 17:
The following is a quantum chemistry calculation of a cluster of 2 separate species, C5H10N2O in total at a distorted geometry, from the Open Molecules 2025 dataset.

Output
frontier orbital gap	9.557	eV
F_max	2.2	eV/A
ΔE to the lowest compared entry with this formula, charge and spin	19.3	kcal per mole
charge	0
highest occupied orbital energy	-8.839	eV
total energy	-10374.470	eV

Element x y z (Å)
C -2.457 -0.843 0.597
C -1.316 -1.259 -0.381
C 0.002 -0.606 -0.136
C 0.499 0.455 -0.840
N 1.832 0.559 -0.578
C 2.136 -0.495 0.246
N 1.086 -1.235 0.443
H -2.177 0.030 1.197
H -2.698 -1.569 1.365
H -3.337 -0.544 0.032
H -1.187 -2.335 -0.312
H -1.709 -0.953 -1.348
H -0.047 1.167 -1.436
H 2.354 1.351 -0.915
H 3.105 -0.697 0.661
H -0.072 2.236 0.516
H -1.498 2.016 -0.019
O -0.945 2.629 0.467



Entry 18:
The following is a quantum chemistry calculation of a structure of composition C5H10N2O at a distorted geometry, from the Open Molecules 2025 dataset.

Output
frontier orbital gap	8.479	eV
F_max	6.6	eV/A
ΔE to the lowest compared entry with this formula, charge and spin	197.3	kcal per mole
charge	0
highest occupied orbital energy	-7.739	eV
total energy	-10366.749	eV

Element x y z (Å)
C -0.796 -0.587 0.236
C 0.706 -1.211 0.067
C 1.054 1.001 0.605
C 0.258 2.151 0.257
C -0.371 0.843 -0.025
H -1.860 -2.050 -0.935
H -2.600 -0.779 -0.614
H -0.959 -1.089 1.433
H 1.091 -1.592 1.200
H 0.788 -2.107 -0.810
H 2.660 -0.178 0.063
H 1.238 0.854 1.718
H 0.332 3.139 -0.374
H -0.004 2.392 1.284
H -1.138 -0.247 -1.498
N -1.720 -1.027 -0.784
N 1.651 -0.075 -0.313
O -0.331 0.562 -1.510



Entry 19:
The following is a quantum chemistry calculation of an isolated molecule of C5H10N2O at a distorted geometry, from the Open Molecules 2025 dataset.

Output
frontier orbital gap	8.847	eV
F_max	2.5	eV/A
ΔE to the lowest compared entry with this formula, charge and spin	60.3	kcal per mole
charge	0
highest occupied orbital energy	-7.964	eV
total energy	-10372.690	eV

Element x y z (Å)
C -0.316 -1.905 1.042
C -1.281 1.044 -1.697
C 1.213 -0.156 0.376
N 2.323 -0.903 0.104
C -0.264 1.533 0.545
C -1.165 1.772 -0.394
O 1.271 1.139 0.167
N 0.056 -0.541 0.781
H 3.181 -0.393 -0.030
H 2.390 -1.821 0.514
H -0.231 1.988 1.519
H -1.936 2.492 -0.145
H -0.206 -2.536 0.147
H -1.368 -1.918 1.334
H 0.267 -2.355 1.857
H -1.317 1.743 -2.535
H -0.430 0.383 -1.865
H -2.187 0.433 -1.720



Entry 20:
The following is a quantum chemistry calculation of an isolated molecule of C5H10N2O at a distorted geometry, from the Open Molecules 2025 dataset.

Output
frontier orbital gap	10.082	eV
F_max	3.7	eV/A
ΔE to the lowest compared entry with this formula, charge and spin	54.5	kcal per mole
charge	0
highest occupied orbital energy	-9.088	eV
total energy	-10372.943	eV

Element x y z (Å)
C -2.744 0.508 -0.664
C -1.420 0.439 0.036
C -1.215 -0.495 1.222
C 1.672 0.236 0.031
C 3.132 -0.076 -0.272
H -2.554 0.662 -1.727
H -3.351 1.289 -0.192
H -3.217 -0.459 -0.480
H -0.815 1.324 0.123
H -0.546 -0.113 2.023
H -1.894 -1.242 1.607
H 1.009 -1.450 -0.886
H 3.599 -0.482 0.615
H 3.596 0.870 -0.634
H 3.226 -0.784 -1.079
N -0.632 -0.715 -0.068
N 0.734 -0.798 -0.228
O 1.422 1.288 0.575